Formula: C5H8O2
Source: the OMol25 dataset
Level of theory: wB97M-V/def2-TZVPD

Positions of all 15 atoms, in Å:
1 O -1.1757 1.1332 -1.6145
2 O 0.4514 -1.2142 -0.6996
3 C -0.8561 0.1740 0.6351
4 C -0.2668 0.9858 -0.5448
5 C 0.9216 0.1030 -0.9494
6 C 0.0880 -1.0572 0.6732
7 C 1.3075 -0.9483 1.4966
8 H 1.0073 -0.5125 2.4685
9 H -0.8963 0.7160 1.5838
10 H 1.2448 0.2157 -1.9835
11 H 0.0329 1.9945 -0.2505
12 H -1.8752 -0.1264 0.3733
13 H -1.3535 0.2373 -1.9359
14 H 1.7847 0.2749 -0.2817
15 H -0.4146 -1.9756 1.0293

**Net charge**: 0
**Frontier orbital gap (alpha / beta)**: 0.306 / 0.306 Ha
**Spin multiplicity**: 1
**ΔE to the lowest compared entry with this formula, charge and spin**: 474.34 kJ/mol
**E_LUMO (alpha / beta)**: -0.82 / -0.81 eV

Partial atomic charges computed with the Löwdin method, in multiples of e: -0.0268 -0.1193 -0.0627 -0.3413 -0.1605 -0.4457 0.2369 0.0198 0.1135 0.1378 0.1493 0.1222 0.0990 0.1088 0.1691

---

Formula: C6H7N
Source: the OMol25 dataset
Level of theory: wB97M-V/def2-TZVPD

Positions of all 14 atoms, in Å:
1 N -0.1304 -1.3359 0.1434
2 C -1.6819 0.5127 0.6590
3 C 0.4402 0.0387 0.0553
4 C -0.4502 0.9848 0.8431
5 C -1.4850 -0.7583 -0.1170
6 C 1.9384 0.1172 -0.0586
7 C -0.3699 -0.5395 -1.0516
8 H -2.6479 0.9793 0.7997
9 H 2.2931 -0.6749 -0.7275
10 H -0.1217 1.8629 1.3853
11 H -0.2212 -0.7319 -2.1060
12 H 2.2484 1.0795 -0.4775
13 H 2.4263 -0.0194 0.9110
14 H -2.2456 -1.5188 -0.2648

**Net charge**: 0
**Frontier orbital gap**: 0.354 Ha
**Spin multiplicity**: 1
**ΔE to the lowest compared entry with this formula, charge and spin**: 312.07 kJ/mol
**E_LUMO**: 1.20 eV

Partial atomic charges computed with the Löwdin method, in multiples of e: 0.1176 -0.0392 -0.4191 -0.0081 -0.2022 -0.0217 -0.1385 0.0989 0.0836 0.1020 0.1310 0.0807 0.0814 0.1336

---

Formula: C6H9N3O2
Source: the OMol25 dataset
Level of theory: wB97M-V/def2-TZVPD

Positions of all 20 atoms, in Å:
1 O 1.1496 -0.7223 2.8398
2 O -2.2694 -2.3257 0.2945
3 N 0.5186 0.4299 1.0216
4 N -1.3405 -0.3403 -0.1309
5 N -0.4166 -1.6715 1.4788
6 C -0.6121 1.9530 -0.4957
7 C 0.5119 -0.7227 1.7966
8 C 2.0155 0.0282 -1.4947
9 C -0.1609 0.5026 -0.1875
10 C 0.6832 -0.0894 -1.4764
11 C -1.3194 -1.5467 0.4220
12 H -1.1353 2.2087 -1.3978
13 H 2.5510 -0.6217 -2.1624
14 H -0.5374 -2.3920 2.1570
15 H 0.7682 1.2918 1.4675
16 H 0.2280 2.6858 -0.5027
17 H -1.7488 -0.3359 -1.0343
18 H 2.4471 0.1020 -0.5207
19 H -1.3576 2.1360 0.2066
20 H 0.0249 -0.5697 -2.2811

**Net charge**: 0
**Frontier orbital gap**: 0.390 Ha
**Spin multiplicity**: 1
**ΔE to the lowest compared entry with this formula, charge and spin**: 117.48 kJ/mol
**E_LUMO**: 0.59 eV

Partial atomic charges computed with the Löwdin method, in multiples of e: 0.0687 0.0598 0.1403 0.1372 0.2208 -0.0018 -0.4878 0.0060 -0.4971 -0.0613 -0.5131 0.0782 0.0525 0.1615 0.1557 0.1070 0.1363 0.0502 0.0609 0.1260

---

Formula: CH4INOS
Source: the OMol25 dataset
Level of theory: wB97M-V/def2-TZVPD

Positions of all 9 atoms, in Å:
1 I 3.5288 1.2997 0.0143
2 S 1.5460 -0.1303 -0.3816
3 O 1.6359 -0.4819 -1.9034
4 N -1.5773 -0.4316 0.1997
5 C -0.4691 0.3267 0.5930
6 H -0.3432 0.1009 1.7090
7 H -1.5764 -0.3475 -0.9193
8 H -2.0192 -1.5503 0.5690
9 H -0.7256 1.2143 0.1193

**Net charge**: 0
**Frontier orbital gap (alpha / beta)**: 0.243 / 0.244 Ha
**Spin multiplicity**: 1
**ΔE to the lowest compared entry with this formula, charge and spin**: 287.02 kJ/mol
**E_LUMO (alpha / beta)**: -1.26 / -1.27 eV

Partial atomic charges computed with the Löwdin method, in multiples of e: 0.3247 0.2978 -0.7205 -0.1010 -0.3225 0.1150 0.1371 0.2264 0.0430